{"formula": "C18H22N2O3S", "method": "ωB97M-V with the def2-TZVPD basis set", "relative_energy_ev": 2.0899, "gap_ev": 8.7, "energy_ev": -38980.5122, "lumo_ha": 0.02580, "smiles": "CCOc1ccc(CN(C)C(=O)c2cccnc2SC)cc1OC", "symbols": ["H", "H", "H", "H", "H", "H", "H", "H", "C", "H", "C", "H", "C", "H", "H", "H", "C", "H", "C", "H", "C", "S", "H", "C", "C", "C", "H", "N", "C", "O", "O", "C", "C", "H", "C", "H", "H", "C", "C", "H", "H", "C", "C", "N", "O", "C"], "positions_angstrom": [[-2.22258, -1.11372, -5.66061], [0.07568, 0.20701, 6.58577], [2.57998, -0.09467, 0.48404], [-3.78236, -0.09471, 5.24406], [2.44117, -3.49329, -5.22844], [-4.55046, 0.82254, 3.04273], [2.56318, -1.47165, -1.50247], [-2.22759, 0.12233, -4.40218], [-3.08160, 0.16164, 4.46049], [0.06597, 1.98768, -1.34990], [-0.89141, 0.24923, 3.85518], [1.10361, -1.71712, 1.80920], [0.56454, -0.57676, 6.01695], [1.55761, -0.77582, 6.40595], [-2.81605, 0.51236, -6.02484], [-2.81192, 1.37498, 1.32937], [1.71780, 0.51359, 0.19751], [-0.52588, 1.44281, -5.75117], [0.12418, 0.92516, -3.20289], [-0.04170, -1.47625, 6.01914], [-2.07737, -0.05406, -5.46446], [0.78390, -0.01447, 4.30752], [0.31683, -1.69678, 0.21449], [-3.50309, 0.66466, 3.24325], [1.52808, -1.02267, -3.28817], [-1.20109, 0.74383, 2.57832], [-0.63648, -1.39341, 1.67806], [-1.80885, -0.03691, 4.76151], [1.86942, -0.78232, -1.95953], [0.06200, 2.34094, 1.38703], [2.13927, -2.12382, -3.81414], [0.63551, -0.14447, -3.93094], [-0.67447, 0.36565, -5.89471], [1.93783, 1.56934, 0.37343], [1.84002, -2.59152, -5.10916], [-0.55706, 1.61705, -3.67120], [-0.53147, 0.14183, -6.95609], [-0.12670, 1.15986, 1.62011], [0.32998, -1.23560, 1.20468], [2.11469, -1.86640, -5.87738], [0.78264, -2.84510, -5.21373], [-2.53678, 0.96811, 2.29140], [1.36447, 0.29253, -1.24877], [0.60368, 0.17145, 1.06763], [0.34212, -0.37440, -5.25355], [0.47695, 1.14591, -1.88517]]}